# 1
Formula: C30H25N2
Source: the Open Molecules 2025 dataset
Level of theory: the ωB97M-V functional and the def2-TZVPD basis

Structure (SMILES): Cn1cc([C@@H](CC=[N+]2c3ccccc3-c3ccccc32)c2ccccc2)c2ccccc21
HOMO-LUMO gap (eV): 5.0
Net charge: +1
Spin multiplicity: 1
LUMO energy (eV): -5.016

Geometry as XYZ:
```
57
Properties=species:S:1:pos:R:3:forces:R:3
C -4.3556 -3.8437 -0.1343 -0.259 0.014 0.608
C -3.1818 -3.0834 -0.0816 0.213 -0.069 -0.165
C -2.7892 -2.5232 1.1156 -1.453 -0.623 0.486
C -3.5879 -2.7282 2.2785 0.486 -0.080 -1.101
C -4.7627 -3.4898 2.2300 0.516 0.394 0.182
C -5.1525 -4.0410 1.0117 0.387 0.185 -0.340
C -2.9444 -2.0047 3.3545 0.855 0.612 0.650
C -1.7826 -1.3529 2.8102 -0.932 -0.244 1.519
C -1.0319 -0.5162 3.6232 -0.093 -0.394 -0.129
C -1.3706 -0.4141 4.9814 -0.201 -0.078 -0.072
C -2.4819 -1.0667 5.5245 -0.442 -0.495 -0.579
C -3.3055 -1.8741 4.7139 0.637 0.157 -1.122
N -1.6487 -1.6778 1.4115 1.850 2.333 -1.920
C -0.8157 -1.1491 0.4226 -1.703 -1.586 1.456
C 0.5495 -0.4946 0.4644 1.711 -1.232 1.101
H -4.6756 -4.3014 -1.0641 0.169 0.153 0.037
H -2.5645 -2.9407 -0.9556 -0.160 -0.181 -0.306
H -5.3407 -3.6200 3.1517 0.133 -0.019 -0.497
H -6.0793 -4.6150 0.9376 0.391 0.162 0.020
H -0.2037 0.0260 3.2023 0.229 0.182 0.227
H -0.7571 0.1886 5.6433 -0.059 0.017 -0.207
H -2.7431 -0.9566 6.5737 0.223 0.066 -0.164
H -4.2036 -2.4094 5.0641 0.637 0.487 0.029
H -1.1680 -1.5810 -0.5251 0.459 0.562 0.182
H 1.1954 -1.1874 -0.1770 -0.933 0.162 1.122
H 0.8622 -0.4101 1.5123 0.038 -1.268 -0.056
C -1.8118 1.6335 -3.6995 -0.470 0.227 -0.074
N -0.5551 1.5629 -3.0046 0.039 0.045 0.126
C -0.4270 1.2885 -1.6765 1.621 -0.394 -0.204
C 0.9046 1.3020 -1.2925 -0.968 0.714 -2.099
C 1.2650 0.8715 0.0654 0.362 2.185 0.109
C 2.8257 1.0871 0.2976 -0.023 -1.014 0.341
C 3.7924 0.3990 -0.4519 0.498 -0.035 0.075
C 5.1818 0.6037 -0.2579 -0.859 -0.106 0.164
C 5.6345 1.5257 0.6879 -0.426 -0.340 -0.083
C 4.6935 2.2442 1.4181 -0.665 -0.118 0.133
C 3.3132 2.0206 1.2349 -0.126 -0.157 -0.124
C 1.6551 1.7644 -2.4870 -0.609 -0.010 -0.154
C 2.9536 2.2027 -2.8280 0.255 -0.347 -0.393
C 3.2790 2.5127 -4.1565 -0.285 -0.136 0.467
C 2.3050 2.4963 -5.1802 -0.202 0.046 0.026
C 0.9826 2.1876 -4.8578 0.679 0.304 -0.292
C 0.6947 1.8496 -3.5341 -0.415 -0.087 0.476
H -1.6190 1.8066 -4.7588 -0.196 -0.103 0.179
H -2.3969 0.7125 -3.5754 0.239 0.136 -0.114
H -2.4116 2.4661 -3.3087 0.093 -0.118 -0.195
H -1.2487 1.0162 -1.0343 -0.361 0.076 -0.265
H 0.8215 1.5836 0.7577 -0.050 0.249 0.206
H 3.4772 -0.2793 -1.2453 0.060 0.003 0.232
H 5.9007 0.0035 -0.8143 -0.252 0.198 -0.002
H 6.6989 1.6377 0.8881 -0.258 0.073 -0.139
H 5.0214 2.9445 2.1895 -0.163 -0.141 -0.321
H 2.5959 2.5876 1.8305 0.211 -0.090 -0.069
H 3.7126 2.2551 -2.0581 0.052 0.048 -0.197
H 4.3107 2.7656 -4.4153 -0.391 0.019 0.210
H 2.5961 2.7748 -6.2162 -0.343 -0.306 0.904
H 0.1944 2.2403 -5.6063 0.252 -0.037 0.120
```
Forces are in eV/Å.

Want to see where the charge sits? The Mulliken charges in e are: -0.8527 -0.5312 0.0929 0.7697 -0.4344 -0.6559 0.1297 0.6530 -0.2475 -0.8816 -0.6228 -0.4925 0.2672 0.1481 -0.8918 0.4101 0.4900 0.3815 0.3959 0.3617 0.4136 0.4059 0.3812 0.3671 0.3168 0.3160 -0.9070 0.1724 -1.6806 -0.0502 0.6095 0.6750 -0.3121 -0.5434 -0.3999 -0.7077 -0.4467 0.8721 0.0853 -0.8692 -0.6145 -1.0608 0.2733 0.2734 0.3005 0.3291 0.6887 0.4207 0.2364 0.3920 0.4266 0.3806 0.3590 0.4451 0.3936 0.3580 0.2109

---

# 2
Formula: C30H25NO6
Source: the Open Molecules 2025 dataset
Level of theory: the ωB97M-V functional and the def2-TZVPD basis

Structure (SMILES): C#CCCCc1ccc(C=C)c2c1C(=O)C=C(CN)C2=O.O=C1C=CC(=O)C=C1.O=C1C=CC(=O)C=C1
HOMO-LUMO gap (eV): 7.6
Net charge: 0
Spin multiplicity: 1
LUMO energy (eV): -1.676

Geometry as XYZ:
```
62
Properties=species:S:1:pos:R:3:forces:R:3
C 1.3272 -0.7433 -3.8435 -0.193 0.695 0.670
C 0.2831 -0.2777 -3.4466 -0.397 -0.274 -0.347
C -1.0171 0.3216 -2.9697 1.324 -0.386 -0.288
C -0.8390 1.8602 -2.8774 -0.499 0.509 0.293
C 0.2108 2.2890 -1.7921 -0.945 -0.515 -0.285
C -0.3040 1.7691 -0.4415 0.937 0.565 -0.824
C -1.4523 2.4061 0.0819 0.461 -0.680 0.303
C -1.9888 1.9537 1.2802 0.119 -0.125 -0.402
C -1.3949 0.8691 1.9554 -0.182 0.258 1.260
C -2.0618 0.4014 3.2467 0.079 -0.103 -0.962
C -3.1043 -0.4095 3.1147 -0.363 -0.422 0.293
C -0.2461 0.2609 1.4586 0.645 -0.042 -0.558
C 0.3265 0.7160 0.2204 -0.684 -0.302 1.119
C 1.5748 0.0009 -0.2536 0.121 -0.987 0.417
O 2.4465 0.4666 -0.9485 -0.210 0.370 -0.013
C 1.7664 -1.4309 0.2376 -0.095 0.176 -0.449
C 1.2641 -1.8779 1.3819 -1.101 0.500 0.619
C 1.4442 -3.2884 1.9701 0.528 0.618 -0.084
N 1.5238 -4.3667 0.9877 -0.225 0.110 0.776
C 0.4241 -0.8891 2.2041 0.375 -0.447 -0.675
O 0.3152 -1.0788 3.3936 -0.288 0.256 0.000
H 2.3685 -0.9685 -4.0079 -0.595 -0.129 -0.145
H -1.2136 -0.1542 -1.9925 -0.120 0.445 -0.241
H -1.8526 0.0348 -3.6306 0.443 0.209 0.123
H -1.8235 2.3009 -2.6178 0.414 -0.207 -0.116
H -0.5723 2.2780 -3.8655 0.043 -0.300 0.444
H 1.1745 1.8724 -2.1112 -0.261 0.271 0.484
H 0.2809 3.3870 -1.7074 -0.023 -0.434 -0.381
H -1.8837 3.2420 -0.4812 0.100 -0.360 0.336
H -2.8931 2.4013 1.7010 0.360 -0.111 -0.120
H -1.6939 0.7250 4.2251 0.012 -0.157 -0.457
H -3.6238 -0.8523 3.9760 0.188 0.376 -0.365
H -3.4596 -0.7142 2.1197 0.198 0.123 0.465
H 2.3911 -2.0832 -0.3863 -0.121 0.536 0.100
H 2.3631 -3.2571 2.5923 -0.434 -0.098 -0.253
H 0.6161 -3.4844 2.6682 0.425 0.083 -0.239
H 0.5809 -4.6826 0.7887 0.226 0.054 -0.523
H 2.0204 -4.1013 0.1478 -0.226 -0.093 0.000
C -4.5067 -6.1151 2.3718 0.022 -0.027 -0.133
C -3.8027 -5.9671 1.2519 -0.109 -0.044 0.039
C -2.5978 -5.1048 1.2102 0.035 0.005 -0.084
O -1.9542 -4.9672 0.1900 0.050 -0.019 0.048
C -2.2069 -4.4158 2.4610 -0.040 0.021 0.122
C -2.9092 -4.5630 3.5813 0.119 0.085 -0.022
C -4.1146 -5.4253 3.6254 -0.066 -0.027 0.092
O -4.7543 -5.5621 4.6456 0.015 0.010 -0.038
H -5.3894 -6.7398 2.4220 0.000 0.010 0.046
H -4.0728 -6.4633 0.3283 0.039 0.022 -0.018
H -1.3246 -3.7908 2.4114 -0.076 0.029 -0.027
H -2.6359 -4.0659 4.5036 -0.031 -0.014 0.014
C 4.6207 6.6430 -3.4174 -0.071 -0.013 -0.113
C 3.6109 5.9860 -3.9824 0.092 0.087 -0.022
C 2.8273 4.9814 -3.2243 -0.065 -0.080 -0.029
O 1.9079 4.3807 -3.7397 0.002 0.051 -0.006
C 3.2109 4.7377 -1.8126 0.038 0.008 0.111
C 4.2209 5.3948 -1.2477 -0.097 -0.077 0.005
C 5.0045 6.3998 -2.0056 0.094 0.044 0.066
O 5.9234 7.0005 -1.4914 -0.025 -0.008 -0.020
H 5.2047 7.3794 -3.9548 0.026 0.006 0.042
H 3.3164 6.1509 -5.0111 -0.032 -0.037 0.008
H 2.6278 4.0006 -1.2748 0.010 -0.039 -0.043
H 4.5156 5.2294 -0.2193 0.035 0.029 -0.010
```
Forces are in eV/Å.

Want to see where the charge sits? The Mulliken charges in e are: -0.0090 -0.5407 -0.4623 -0.9222 -1.1058 0.7055 -0.5473 -0.7653 0.5484 -0.6217 -0.8240 -0.0594 0.4609 0.1752 -0.5616 -0.8620 1.2671 -0.8795 -0.5667 0.1058 -0.5943 0.4105 0.2291 0.4103 0.4226 0.4722 0.3965 0.4231 0.4912 0.3829 0.3658 0.3235 0.2803 0.2772 0.2779 0.3636 0.3112 0.2576 -0.3939 -0.4332 0.3304 -0.5515 0.0546 -0.3652 0.2458 -0.5434 0.4176 0.4284 0.2778 0.4988 -0.4007 -0.4898 0.5283 -0.5030 0.0012 -0.4831 0.2713 -0.5441 0.3997 0.4242 0.3522 0.4412

---

The calculation returns the following total energy values, one per record and in order: -34487.90865; -45285.15743 eV.
The calculation returns the following HOMO energy values, one per record and in order: -10.06; -9.32 eV.